C5H12O3 | ωB97M-V with the def2-TZVPD basis set

XYZ file:
```
20
Properties=species:S:1:pos:R:3:forces:R:3:lowdin_charge:R:1
H -3.712 1.977 0.236 -0.4 0.3 -0.4 -0.019
H -1.627 -0.813 0.860 -0.2 -0.4 0.8 0.046
H 4.057 -0.579 1.157 0.4 0.0 -0.7 0.097
H -0.594 -0.391 -1.096 -0.2 -0.9 -0.8 0.124
O -3.450 -0.901 -0.321 0.7 -0.6 -0.2 -0.314
C -0.574 -0.606 1.047 0.0 1.1 0.7 -0.086
C 1.237 0.324 -0.462 -1.9 0.9 -1.9 -0.215
C 3.557 -0.566 0.176 -1.2 -1.1 2.6 -0.026
H 3.595 -1.530 -0.319 0.1 0.0 -0.2 0.100
O -3.263 1.250 0.644 1.0 1.0 1.1 -0.171
O 1.401 0.968 -1.771 1.5 -0.2 3.1 0.061
C -0.237 0.124 -0.234 1.5 -0.9 0.2 -0.188
H -3.328 0.378 0.083 -0.5 -0.4 -0.1 -0.109
H 2.238 1.503 -1.801 -0.9 -0.8 0.0 0.130
H -0.803 1.033 -0.342 0.1 0.9 0.4 0.128
C 2.188 -0.053 0.389 0.7 1.5 -3.0 0.197
H -0.435 0.144 1.878 -0.4 -1.0 -0.5 0.106
H -0.009 -1.534 1.268 -0.2 0.4 -0.4 0.086
H 3.941 0.223 -0.463 0.2 0.4 -0.2 0.113
H -4.183 -0.953 -0.928 -0.3 -0.2 -0.4 -0.062
```
Positions in Å, forces in eV/Å.

Summary:
Total energy = -11513.892 eV
Frontier orbital gap = 2.6 eV
F_max = 3.5 eV/A
Energy above the lowest of the compared OMol25 structures with the same formula, charge and spin = 856.2 kJ/mol
E_HOMO = -7.06 eV